Computed, not measured: a structure of composition C37H48Cl2CrN9O5Si at a distorted geometry, with the ωB97M-V functional and the def2-TZVPD basis.

The geometry in XYZ format:
```
103
Properties=species:S:1:pos:R:3:forces:R:3:mulliken_charge:R:1
Cr 0.464966 0.257730 0.966817 -0.089 0.636 1.275 1.42
C -0.315185 0.187008 6.243972 -0.219 -0.009 0.106 -1.31
N 0.223559 0.675680 4.994801 0.139 0.023 -0.104 0.45
C -0.512513 1.755826 4.376615 0.037 0.067 -0.176 -0.70
C 1.028301 -0.115922 4.227057 0.006 -0.066 -0.397 -0.17
O 1.075634 -0.076535 2.995791 -0.101 0.035 -0.150 0.31
N 1.839109 -0.981487 4.906666 0.012 -0.184 -0.017 0.33
C 2.410713 -0.651491 6.187836 0.202 0.052 0.096 -1.24
C 2.516757 -2.016384 4.147738 -0.096 -0.005 -0.057 -1.01
H -1.390424 0.377189 6.251125 0.025 -0.030 -0.001 0.38
H 0.127829 0.671907 7.121452 -0.030 0.001 -0.036 0.33
H -0.177188 -0.888027 6.320427 0.013 -0.022 0.011 0.43
H -1.582742 1.558815 4.451072 -0.057 0.006 -0.046 0.46
H -0.252408 1.824500 3.322338 0.035 0.015 0.012 -0.47
H -0.277113 2.705589 4.865365 -0.041 0.010 -0.002 0.36
H 2.265658 0.404444 6.411648 -0.009 -0.038 0.016 0.38
H 3.487751 -0.836836 6.147341 -0.009 0.011 0.011 0.41
H 1.995283 -1.248414 7.006058 0.017 0.000 0.020 0.29
H 2.013890 -2.174451 3.194405 0.097 0.018 0.182 0.19
H 2.515849 -2.943789 4.722730 0.009 -0.052 0.064 0.41
H 3.555360 -1.735693 3.943782 0.032 0.028 -0.029 0.33
Cl -5.245948 -4.459485 -1.221150 0.007 0.000 -0.036 -0.22
C -3.698485 -4.364870 -2.002181 -0.069 -0.206 -0.157 1.00
C -3.466842 -5.180111 -3.097064 0.448 0.006 -0.169 -0.54
C -2.196725 -5.225939 -3.674563 -0.341 0.126 0.268 -0.60
C -1.169021 -4.464650 -3.134885 -0.230 0.039 0.146 -0.71
C -1.426481 -3.629770 -2.059003 -0.019 -0.002 -0.025 0.41
Cl -0.137124 -2.693723 -1.363141 -0.200 -0.069 -0.202 0.03
C -2.708162 -3.528944 -1.486222 0.528 -0.190 -0.251 -0.96
N -2.924905 -2.694646 -0.415049 0.212 -0.098 0.450 0.11
C -3.909032 -1.710282 -0.392736 -0.254 0.235 0.031 -0.22
C -4.596147 -1.359075 -1.548561 -0.070 0.110 -0.065 0.22
C -5.581483 -0.386561 -1.508675 -0.021 0.125 0.073 -0.98
C -5.864742 0.262674 -0.315240 0.030 -0.043 -0.044 -0.83
C -5.161539 -0.089780 0.830059 -0.045 0.066 -0.059 -0.66
C -4.185981 -1.075629 0.822849 -0.043 0.043 0.029 1.27
C -3.502316 -1.481295 2.089962 -0.156 0.020 0.228 -2.20
C -2.129161 -0.850593 2.439891 -0.337 -0.282 0.405 0.44
O -1.713487 -1.111284 3.565943 0.105 -0.028 0.226 -0.62
O -1.592501 -0.127900 1.556562 0.451 -0.019 -0.948 -0.80
H -4.273773 -5.794813 -3.466508 -0.016 -0.043 -0.043 0.42
H -2.009436 -5.864946 -4.525483 -0.009 -0.031 -0.016 0.39
H -0.170339 -4.501157 -3.537563 0.118 -0.010 -0.066 0.46
H -2.106011 -2.484115 0.136047 0.109 0.059 0.056 0.19
H -4.360935 -1.853691 -2.482212 -0.025 -0.015 -0.013 0.46
H -6.119600 -0.135811 -2.414161 -0.031 0.016 -0.016 0.47
H -6.631991 1.024590 -0.271088 0.003 0.011 -0.006 0.39
H -5.384905 0.398491 1.770644 -0.009 0.038 0.020 0.46
H -3.355035 -2.563151 2.117698 -0.006 -0.031 -0.018 0.31
H -4.148126 -1.244774 2.938583 0.003 -0.034 -0.042 0.61
C -1.084005 1.966494 -5.058257 0.001 -0.004 0.011 -1.50
C -2.284063 1.176397 -4.550277 -0.057 -0.032 -0.206 0.86
C -1.929611 -0.297055 -4.390470 0.037 0.037 -0.015 -0.97
C -2.848959 1.769225 -3.264284 -0.234 0.062 0.055 -1.00
N -1.890440 1.739321 -2.185842 0.771 -0.234 0.956 1.21
C -1.561485 0.750666 -1.329146 0.381 0.383 -0.457 -1.53
N -0.473834 1.113561 -0.685370 -0.722 0.601 -0.230 0.97
N -0.161954 2.365121 -1.113477 -0.618 -0.155 -0.433 0.20
N -0.993848 2.742544 -2.011909 0.140 -0.353 0.255 -1.39
H -0.765193 1.584523 -6.026861 0.023 -0.034 -0.074 0.48
H -0.241663 1.881592 -4.372154 0.058 -0.018 0.031 0.14
H -1.315895 3.025040 -5.166913 -0.025 0.081 -0.008 0.38
H -3.099697 1.261396 -5.279194 0.035 -0.012 -0.012 0.42
H -1.100551 -0.426356 -3.694375 0.082 -0.015 0.052 0.00
H -1.615601 -0.715570 -5.344874 0.023 -0.038 -0.082 0.52
H -2.773768 -0.880530 -4.029273 -0.128 -0.088 0.062 0.12
H -3.733140 1.220587 -2.930892 0.053 0.019 -0.023 0.07
H -3.120489 2.817155 -3.407961 0.008 -0.073 0.013 0.39
H -2.088782 -0.182813 -1.224599 0.007 0.111 0.051 0.87
C 0.892897 4.143888 1.567771 0.065 -0.235 -0.084 -1.66
Si 1.814725 2.460516 1.331664 0.061 0.371 0.107 1.19
C 2.970647 2.475266 2.878186 -0.095 -0.119 -0.220 -1.61
C 3.119815 2.830439 -0.029910 -0.061 -0.091 0.100 0.64
C 4.263597 2.028515 -0.093388 0.003 -0.034 0.055 -0.21
C 5.222541 2.182177 -1.080776 0.075 -0.035 0.020 -0.59
C 5.068860 3.159910 -2.051600 0.051 0.047 -0.047 -0.54
C 3.943606 3.967619 -2.016373 0.022 0.047 -0.088 -0.73
C 2.990597 3.798233 -1.024359 -0.058 -0.017 -0.010 -0.16
H 1.411032 4.792579 2.270873 0.150 0.134 0.148 0.39
H -0.116506 3.982200 1.943243 -0.144 -0.028 0.090 0.30
H 0.790232 4.688328 0.633653 -0.047 0.074 -0.209 0.32
H 3.639435 3.334819 2.859678 0.096 0.163 -0.006 0.53
H 3.578220 1.573648 2.928852 0.108 -0.167 0.017 0.26
H 2.391898 2.519976 3.797999 -0.187 0.000 0.206 0.28
H 4.400114 1.247479 0.644597 0.024 -0.093 0.081 0.11
H 6.091463 1.535213 -1.096047 0.059 -0.049 0.007 0.39
H 5.815747 3.289875 -2.824363 0.042 0.005 -0.055 0.36
H 3.804546 4.730139 -2.772684 -0.017 0.050 -0.048 0.37
H 2.111282 4.423809 -1.041478 -0.131 0.114 -0.001 0.15
C 4.023295 -0.280313 -3.365522 0.062 0.065 -0.114 -0.88
N 3.578614 -0.794535 -2.091317 0.019 -0.357 0.211 0.65
C 4.159554 -1.879699 -1.498136 -0.219 0.090 0.253 -0.11
C 3.661170 -2.411578 -0.362672 0.047 0.235 -0.420 -1.36
C 2.475521 -1.793267 0.219931 -0.001 -0.160 0.535 0.34
O 1.873490 -2.312732 1.180978 0.241 0.223 -0.610 -0.73
N 2.038985 -0.609596 -0.303702 -0.359 -0.944 -0.207 1.47
C 2.425440 -0.203012 -1.535677 0.349 0.146 0.109 -1.33
O 1.864409 0.659176 -2.193949 -0.164 0.133 -0.276 -0.52
H 4.948012 -0.788785 -3.637792 0.009 0.023 -0.027 0.30
H 4.197367 0.793605 -3.290511 -0.002 -0.059 -0.018 0.23
H 3.268460 -0.447726 -4.136896 0.033 -0.007 0.004 0.21
H 5.032423 -2.280007 -1.999692 -0.013 0.005 -0.018 0.33
H 4.088640 -3.285874 0.097760 0.039 -0.054 0.033 0.49
```
Forces are in eV/Å.

total charge: -1
frontier orbital gap (spin up / spin down): 5.0 / 5.8 eV
DFT total energy: -124145.4790 eV
HOMO level (spin up / spin down): -2.70 / -3.52 eV
<S²>: 6.02
spin multiplicity: 5